19
Properties=species:S:1:pos:R:3:forces:R:3:mulliken_charge:R:1 method="wB97M-V/def2-TZVPD" relative_energy_kj_mol=0.00 gap_ev="7.8 / 5.6" s_squared=2.008 spin_multiplicity=3 largest_force_ev_per_a=3.07
C 0.408 1.391 -1.836 -0.009 0.006 -0.067 -0.571
C 1.753 2.244 0.078 0.046 0.052 0.010 -0.530
C 0.011 0.358 -1.101 -0.159 -0.203 -0.152 -0.394
C 1.357 1.213 0.812 0.111 0.019 0.193 -0.559
C 0.201 -0.834 1.048 0.384 -0.771 1.439 0.424
C 1.374 2.432 -1.358 0.018 0.046 -0.016 -0.597
C 0.485 0.171 0.261 0.046 0.539 -0.454 0.724
N -2.730 -3.297 1.612 -1.897 -0.775 2.279 -0.494
N -1.859 -2.765 0.810 0.310 0.117 -1.376 0.151
O 0.093 -1.653 1.871 0.296 0.686 -0.457 -0.403
S -1.651 -3.326 -0.641 0.511 -0.061 -1.181 -0.125
H 0.042 1.511 -2.845 -0.111 -0.105 -0.085 0.369
H 2.397 2.998 0.509 0.050 0.009 0.139 0.365
H -0.674 -0.382 -1.484 -0.113 -0.009 -0.187 0.249
H 1.665 1.103 1.842 0.086 0.093 0.090 0.360
H 2.281 2.403 -1.978 -0.079 0.088 -0.012 0.298
H 0.945 3.433 -1.501 0.076 -0.060 -0.039 0.312
H -2.801 -2.893 2.534 -0.007 -0.170 -0.201 0.192
H -3.296 -4.109 1.368 0.442 0.499 0.077 0.231

=====

22
Properties=species:S:1:pos:R:3:forces:R:3:mulliken_charge:R:1 method="wB97M-V/def2-TZVPD" relative_energy_kj_mol=523.27 gap_ev="8.8 / 8.8" largest_force_ev_per_a=4.51
C 2.430 -0.352 -0.418 3.903 0.164 -0.702 0.009
C 2.016 1.127 -0.178 1.339 -0.901 -1.637 -0.566
C -1.298 -1.668 0.393 -3.688 -0.351 2.567 -1.687
C -1.797 0.803 0.708 0.224 -2.509 0.611 -1.948
C -0.727 -0.022 -1.322 -2.911 -0.574 0.368 -1.897
C -0.805 -0.269 0.201 -2.148 -0.221 -1.774 2.192
N 1.888 -1.317 0.062 -2.611 -0.556 1.188 -0.453
N 1.086 1.045 0.881 -0.161 0.654 1.974 -0.091
N 0.340 -0.085 1.001 3.529 -0.207 0.417 -0.619
H 3.445 -0.496 -1.004 -1.933 0.414 0.851 0.347
H 2.957 1.732 -0.024 -1.403 -0.305 0.165 0.402
H 1.673 1.213 -1.228 -0.583 1.273 0.686 0.167
H -0.629 -2.270 -0.118 1.158 -1.767 -0.567 0.465
H -1.482 -1.972 1.499 1.028 0.500 -1.673 0.318
H -2.373 -1.848 -0.002 1.776 0.644 0.035 0.336
H -1.878 0.635 1.744 -0.280 -0.416 1.620 0.501
H -2.799 0.629 0.334 0.063 0.830 -0.713 0.392
H -1.225 1.672 0.702 -0.117 2.302 -0.924 0.537
H -1.754 -0.177 -1.843 1.360 0.700 1.296 0.350
H -0.459 0.980 -1.288 0.544 2.020 -1.311 0.594
H -0.145 -0.644 -1.925 1.747 -0.953 -0.449 0.372
H 1.536 1.284 1.827 -0.837 -0.739 -2.029 0.280

=====

19
Properties=species:S:1:pos:R:3:forces:R:3:mulliken_charge:R:1 method="wB97M-V/def2-TZVPD" relative_energy_kj_mol=56.16 gap_ev=9.7 smiles=NCNCCCS largest_force_ev_per_a=1.63
C 0.852 -0.404 -0.119 -0.244 -1.603 -0.123 -0.660
N -0.521 -0.195 -0.607 0.445 0.389 0.434 -0.268
C -1.195 -1.440 -1.000 -0.551 1.068 -0.397 -0.531
N -2.531 -1.178 -1.521 0.278 -0.107 -0.230 -0.648
C 1.223 0.119 1.269 0.020 0.786 -0.243 -0.689
C 0.544 1.459 1.601 0.702 -0.331 -0.002 -0.660
S 1.566 2.916 1.218 0.011 0.178 0.326 -0.237
H 1.585 -0.105 -0.867 0.011 0.486 -0.013 0.387
H 0.985 -1.494 -0.103 0.214 0.007 0.164 0.346
H -0.441 0.406 -1.418 -0.392 -0.004 -0.050 0.202
H -0.616 -1.897 -1.802 -0.041 -0.696 0.103 0.395
H -1.313 -2.075 -0.128 0.453 -0.150 0.087 0.341
H -2.481 -0.972 -2.510 -0.120 0.094 0.026 0.248
H -2.938 -0.376 -1.054 -0.001 -0.067 0.073 0.251
H 2.305 0.242 1.236 0.123 0.121 0.267 0.352
H 1.046 -0.572 2.090 -0.382 -0.326 -0.232 0.368
H 0.367 1.484 2.675 -0.175 0.326 -0.104 0.335
H -0.376 1.545 1.043 -0.366 -0.081 0.180 0.380
H 1.937 2.537 -0.002 0.016 -0.090 -0.265 0.087

=====

What did the third record say?
19
Properties=species:S:1:pos:R:3:forces:R:3:mulliken_charge:R:1 method="wB97M-V/def2-TZVPD" relative_energy_kj_mol=56.16 gap_ev=9.7 smiles=NCNCCCS largest_force_ev_per_a=1.63
C 0.852 -0.404 -0.119 -0.244 -1.603 -0.123 -0.660
N -0.521 -0.195 -0.607 0.445 0.389 0.434 -0.268
C -1.195 -1.440 -1.000 -0.551 1.068 -0.397 -0.531
N -2.531 -1.178 -1.521 0.278 -0.107 -0.230 -0.648
C 1.223 0.119 1.269 0.020 0.786 -0.243 -0.689
C 0.544 1.459 1.601 0.702 -0.331 -0.002 -0.660
S 1.566 2.916 1.218 0.011 0.178 0.326 -0.237
H 1.585 -0.105 -0.867 0.011 0.486 -0.013 0.387
H 0.985 -1.494 -0.103 0.214 0.007 0.164 0.346
H -0.441 0.406 -1.418 -0.392 -0.004 -0.050 0.202
H -0.616 -1.897 -1.802 -0.041 -0.696 0.103 0.395
H -1.313 -2.075 -0.128 0.453 -0.150 0.087 0.341
H -2.481 -0.972 -2.510 -0.120 0.094 0.026 0.248
H -2.938 -0.376 -1.054 -0.001 -0.067 0.073 0.251
H 2.305 0.242 1.236 0.123 0.121 0.267 0.352
H 1.046 -0.572 2.090 -0.382 -0.326 -0.232 0.368
H 0.367 1.484 2.675 -0.175 0.326 -0.104 0.335
H -0.376 1.545 1.043 -0.366 -0.081 0.180 0.380
H 1.937 2.537 -0.002 0.016 -0.090 -0.265 0.087

=====

Repeat the third record exactly.
19
Properties=species:S:1:pos:R:3:forces:R:3:mulliken_charge:R:1 method="wB97M-V/def2-TZVPD" relative_energy_kj_mol=56.16 gap_ev=9.7 smiles=NCNCCCS largest_force_ev_per_a=1.63
C 0.852 -0.404 -0.119 -0.244 -1.603 -0.123 -0.660
N -0.521 -0.195 -0.607 0.445 0.389 0.434 -0.268
C -1.195 -1.440 -1.000 -0.551 1.068 -0.397 -0.531
N -2.531 -1.178 -1.521 0.278 -0.107 -0.230 -0.648
C 1.223 0.119 1.269 0.020 0.786 -0.243 -0.689
C 0.544 1.459 1.601 0.702 -0.331 -0.002 -0.660
S 1.566 2.916 1.218 0.011 0.178 0.326 -0.237
H 1.585 -0.105 -0.867 0.011 0.486 -0.013 0.387
H 0.985 -1.494 -0.103 0.214 0.007 0.164 0.346
H -0.441 0.406 -1.418 -0.392 -0.004 -0.050 0.202
H -0.616 -1.897 -1.802 -0.041 -0.696 0.103 0.395
H -1.313 -2.075 -0.128 0.453 -0.150 0.087 0.341
H -2.481 -0.972 -2.510 -0.120 0.094 0.026 0.248
H -2.938 -0.376 -1.054 -0.001 -0.067 0.073 0.251
H 2.305 0.242 1.236 0.123 0.121 0.267 0.352
H 1.046 -0.572 2.090 -0.382 -0.326 -0.232 0.368
H 0.367 1.484 2.675 -0.175 0.326 -0.104 0.335
H -0.376 1.545 1.043 -0.366 -0.081 0.180 0.380
H 1.937 2.537 -0.002 0.016 -0.090 -0.265 0.087